DFT (the ωB97M-V functional and the def2-TZVPD basis) results for a molecular structure, C4H9N3S at a distorted geometry.

Values from the calculation:
- total charge = 0
- F_max (Eh/bohr) = 0.1193
- energy above the lowest of the compared OMol25 structures with the same formula, charge and spin (kcal/mol) = 103.0
- LUMO energy (eV) = 0.26
- gap between HOMO and LUMO (eV) = 8.352

Cartesian coordinates (Å):
C (2.413, 2.492, 0.341)
C (1.746, 1.149, 0.316)
C (0.542, 0.839, -0.037)
C (-1.500, -0.301, -0.381)
H (1.640, 3.169, 0.124)
H (2.976, 2.603, -0.716)
H (2.878, 2.660, 1.365)
H (2.431, 0.602, 0.953)
H (-0.095, 1.614, -0.523)
H (1.885, -1.660, -0.426)
H (-2.912, 0.873, -0.645)
H (-2.256, 0.911, 1.118)
H (-1.865, -2.027, -1.333)
N (-0.111, -0.340, 0.034)
N (-2.081, 1.026, -0.146)
N (-2.312, -1.188, -0.979)
S (0.478, -1.894, 0.393)